A molecular structure, C38H71GeMnN4O4SbSe2Si3, computed with ωB97M-V/def2-TZVPD.

## Properties
2S+1   6
Highest occupied orbital energy (spin up / spin down)   -6.146 / -6.271 eV
E_LUMO (spin up / spin down)   -0.121 / -0.124 eV
Orbital gap (spin up / spin down)   6.025 / 6.147 eV

CARTESIAN COORDINATES (ANGSTROEM)
Sb (-1.3575, -1.8802, -0.0550)
Se (0.0676, 1.2936, -3.3506)
Se (2.1491, -0.5114, -0.4318)
Ge (5.0130, -0.8926, 1.0737)
Mn (-0.1651, 0.8059, 0.1598)
Si (-1.2464, -3.2546, 2.1173)
Si (-3.8911, -2.1300, -0.4298)
Si (-0.6056, -3.6295, -1.7904)
O (-0.9515, 0.4982, 2.2787)
O (-1.3993, 0.3220, 8.5305)
O (1.2175, 0.6916, 1.9784)
O (-2.6330, -0.1429, 6.8355)
N (-1.5886, 0.2123, 7.3374)
N (-1.4380, 0.6797, -5.7078)
N (0.6375, 0.1637, -5.9462)
N (-0.8494, 2.7048, -0.1863)
C (-2.8988, 1.5897, -0.7080)
C (0.2976, 7.5165, 0.5508)
C (1.4236, 3.4289, 0.1030)
C (2.8071, -0.8155, -2.2277)
C (-2.9882, 3.4806, 0.8586)
C (-2.6727, 1.1872, -5.1316)
C (-2.1935, -2.3322, 3.4369)
C (-4.5353, -3.8944, -0.3132)
C (-1.9690, -4.9732, 1.9825)
C (-0.2509, 0.6750, -5.0561)
C (0.0014, -0.1594, -7.1359)
C (3.7333, 0.3675, 0.2677)
C (2.0447, 5.7104, 0.4839)
C (-1.2945, 0.1637, -6.9864)
C (-4.8377, -1.1936, 0.8834)
C (4.9800, -2.6163, 0.1535)
C (6.7971, -0.1088, 0.9500)
C (1.8658, 0.9438, 6.1233)
C (0.4124, 0.6556, 4.2216)
C (1.2068, -4.0078, -1.4943)
C (0.2105, 0.6146, 2.7365)
C (-0.2724, 5.1053, 0.1912)
C (3.8553, 3.9573, 0.4109)
C (2.0539, -0.0144, -5.6806)
C (-0.6608, 0.4423, 5.0697)
C (-1.4505, -5.2964, -1.9129)
C (4.4732, -1.1194, 2.9360)
C (-0.4457, 0.4704, 6.4322)
C (-0.8452, -2.7700, -3.4429)
C (1.6735, 0.9089, 4.7496)
C (-2.2814, 2.9563, -0.4057)
C (0.7987, 0.7205, 6.9794)
C (-2.5484, 3.8476, -1.6341)
C (-4.3021, -1.4843, -2.1398)
C (0.7095, 6.0716, 0.4051)
C (2.4049, 4.3715, 0.3334)
C (0.0397, 3.7404, 0.0331)
C (0.5732, -3.3954, 2.5197)
H (1.0738, -2.4237, 2.4390)
H (-1.9107, -2.7429, -3.6983)
H (2.8483, 1.1436, 6.5304)
H (1.7251, 2.3973, -0.0510)
H (-5.2826, -0.9974, -2.1371)
H (1.0672, -4.0837, 1.8267)
H (4.1638, 0.9753, -0.5276)
H (7.0718, 0.0521, -0.0948)
H (-2.5217, -5.2206, -2.1124)
H (-4.8934, -4.0951, 0.7017)
H (0.7161, -3.7722, 3.5384)
H (-0.9914, -5.8274, -2.7550)
H (-3.7965, -4.6576, -0.5589)
H (-2.3567, 4.9040, -1.4524)
H (2.0050, -1.2826, -2.7932)
H (-1.7340, -5.5118, 2.9084)
H (-2.1202, 0.0830, -7.6727)
H (-2.7635, 4.5208, 1.0820)
H (2.6107, 0.1311, -6.6043)
H (-0.4857, -1.7339, -3.4084)
H (-1.7567, -2.5022, 4.4268)
H (5.4040, -3.3874, 0.8001)
H (3.9525, -2.8970, -0.0882)
H (-4.6716, -1.6639, 1.8576)
H (0.9143, 0.7378, 8.0533)
H (7.5361, -0.7747, 1.4024)
H (-4.5596, -0.1419, 0.9698)
H (-3.9467, 1.6806, -1.0067)
H (1.1637, 8.1621, 0.7010)
H (6.8334, 0.8506, 1.4703)
H (-2.3494, 1.1079, -1.5216)
H (-0.2315, 7.8612, -0.3409)
H (4.8693, -2.0513, 3.3450)
H (1.3076, -4.7462, -0.6920)
H (-0.3169, -3.2998, -4.2443)
H (-2.6791, 2.8736, 1.7128)
H (-1.6519, 0.2600, 4.6784)
H (-1.5629, -5.5453, 1.1456)
H (-3.5916, 3.7492, -1.9504)
H (-2.4901, 2.1551, -4.6695)
H (-0.3756, 7.6480, 1.4017)
H (3.3822, -1.1426, 3.0053)
H (4.1970, 3.5360, -0.5382)
H (2.2546, -1.0116, -5.2885)
H (0.5282, -0.5813, -7.9752)
H (1.7598, -3.1203, -1.1869)
H (-2.1842, -1.2576, 3.2366)
H (-3.2330, -2.6705, 3.4671)
H (-1.2957, 5.4419, 0.1620)
H (3.3605, 1.0286, 1.0483)
H (-5.3840, -4.0069, -0.9970)
H (-5.9095, -1.2495, 0.6601)
H (-4.0753, 3.3911, 0.7482)
H (-3.0561, -4.9398, 1.8782)
H (-1.8984, 3.5226, -2.4514)
H (4.8415, -0.2896, 3.5440)
H (4.4918, 4.8096, 0.6494)
H (-3.5636, -0.7580, -2.4794)
H (2.4921, 1.0833, 4.0643)
H (3.6773, -1.4684, -2.1860)
H (-3.4096, 1.2856, -5.9250)
H (-1.3093, -5.9041, -1.0159)
H (-4.3313, -2.3094, -2.8590)
H (-3.0421, 0.5076, -4.3714)
H (4.0040, 3.1972, 1.1814)
H (-2.8550, 0.9657, 0.1905)
H (5.5656, -2.5815, -0.7679)
H (1.6759, -4.4186, -2.3946)
H (2.3608, 0.7235, -4.9436)
H (3.0505, 0.1439, -2.6765)
H (2.8080, 6.4635, 0.6533)

***

A molecular structure, C38H71N5O12S4, computed with ωB97M-V/def2-TZVPD.

## Properties
Highest occupied orbital energy   -5.243 eV
E_LUMO   -0.521 eV
Orbital gap   4.722 eV

CARTESIAN COORDINATES (ANGSTROEM)
S (-5.0442, -0.0854, 0.9577)
S (3.6467, 0.0331, -1.5510)
S (-1.0153, -0.8217, 0.3570)
S (-4.8548, 3.6809, -1.1767)
O (-1.1570, -1.2471, 1.7374)
O (3.3534, -0.7487, -0.3767)
O (-6.2720, -0.5308, 0.3174)
O (-6.1051, 3.2573, -1.7322)
O (1.9907, -1.4152, -2.7321)
O (2.6458, -0.4479, 2.9791)
O (1.4183, -3.3259, 0.7508)
O (2.7830, 1.1424, -1.9404)
O (-4.8069, 4.8622, -0.3357)
O (-4.5558, 1.3394, 0.8832)
O (-2.1516, -0.7097, -0.5238)
O (-0.5972, 3.2377, -2.2827)
N (-4.4869, -1.6351, -1.2981)
N (-0.4632, 2.1002, 1.1882)
N (-3.6125, -4.9783, 0.9900)
N (-3.0483, 0.9879, 3.9750)
N (5.9422, -2.2609, 0.0505)
C (-2.6161, -4.3864, 0.9625)
C (0.0302, 0.6954, 0.2076)
C (5.3799, 0.5471, -1.3762)
C (6.1381, -0.5374, -2.0632)
C (-4.1161, -1.8083, 2.8139)
C (-3.0096, -1.7296, 1.8441)
C (-4.9678, -0.5830, 2.7094)
C (0.3133, -1.9200, -0.4003)
C (-3.6628, -1.2904, 0.5099)
C (-0.2011, -1.4304, -3.6660)
C (1.9179, -0.1698, -4.7287)
C (-0.8218, -0.2359, 3.5127)
C (-1.9214, 3.2311, 3.0026)
C (0.6047, 3.4150, -2.3500)
C (1.5418, -3.3320, 1.9540)
C (4.9895, -1.9137, 0.6228)
C (1.4328, 1.5782, 2.4958)
C (-2.6069, 2.4103, -0.7494)
C (1.0601, 4.4657, -3.2685)
C (-3.6518, -1.0589, -1.8476)
C (-3.5636, 3.8351, -2.4842)
C (-1.3019, -3.6417, 0.9085)
C (1.9502, -4.6551, 2.5549)
C (-2.5118, 2.7253, -2.2245)
C (1.5996, -1.0876, -0.4826)
C (-2.5842, -0.4269, -2.6654)
C (1.0914, 0.3345, -0.7965)
C (-2.0244, 0.4771, 3.7631)
C (2.3877, 0.8727, 4.8574)
C (1.0526, -2.1595, 2.8660)
C (5.5206, -0.8443, -3.3808)
C (1.6179, 2.5632, -1.5663)
C (3.8679, -1.4393, 1.4657)
C (1.2917, -1.0576, -3.6442)
C (-4.0206, 2.2819, -0.2432)
C (-1.0741, 2.6017, 1.9748)
C (2.2237, 0.5833, 3.3928)
C (4.0398, -1.0867, -2.9997)
H (2.9573, -1.8651, 1.0442)
H (3.0895, 1.7057, 4.8992)
H (3.3549, -0.8571, -3.8160)
H (-0.5089, -4.2475, 1.3469)
H (-2.7514, 1.8303, -2.7987)
H (-0.6728, 1.5119, 0.0423)
H (-3.5830, -1.9466, 3.7545)
H (-3.1106, -0.8751, -0.3331)
H (0.3899, -2.4805, 3.6697)
H (-2.1774, -1.0964, 2.1518)
H (-0.9308, -3.5722, -0.1140)
H (6.2682, -1.4625, -1.5016)
H (4.0356, -1.6825, 2.5149)
H (1.4502, 1.1614, 5.3326)
H (-4.1479, 3.8497, -3.4042)
H (2.0200, 1.8110, -2.2449)
H (5.4881, 0.0709, -3.9720)
H (2.9935, -4.9699, 2.5316)
H (-1.5594, 3.1503, -2.5414)
H (0.3218, 4.6471, -4.0495)
H (-3.0523, 0.4010, -3.1980)
H (1.9349, 1.0124, -0.9273)
H (3.7913, -0.3614, 1.3228)
H (2.1928, -1.2611, 0.4152)
H (-1.5377, 4.2472, 3.0942)
H (-4.2836, 2.3132, 0.8141)
H (-0.3705, 0.1900, 2.6166)
H (-1.3863, -2.6537, 1.3610)
H (-0.1594, -0.2017, 4.3776)
H (0.2783, -2.8824, 0.1102)
H (-4.7642, -2.6642, 2.6254)
H (-2.2211, -1.1017, -3.4405)
H (-0.0173, -2.0420, -1.4318)
H (1.4445, 1.2718, 1.4498)
H (5.3437, 1.4732, -1.9499)
H (3.8339, -2.0711, -2.5797)
H (-0.9618, -1.2695, 3.1961)
H (-4.1604, -2.1481, 0.0574)
H (2.0983, -0.8506, -5.5607)
H (-0.7518, -0.5837, -3.2564)
H (2.0605, 4.3674, -3.6900)
H (5.6341, 0.8903, -0.3733)
H (6.0642, -1.5855, -3.9666)
H (-1.9445, 2.7885, 3.9984)
H (1.2367, 0.6139, -5.0601)
H (-0.6152, -1.5770, -4.6636)
H (0.5335, 0.8855, 1.1555)
H (1.8590, -1.4995, 3.1857)
H (-2.1995, 3.2673, -0.2130)
H (1.1010, 2.1340, -0.7080)
H (0.4471, -1.6149, 2.1415)
H (-4.3770, 1.3356, -0.6503)
H (-2.5253, -2.7002, 1.7371)
H (-2.9502, 3.3467, 2.6617)
H (0.6063, 0.4235, -1.7685)
H (0.9101, 5.3445, -2.6413)
H (2.2544, -1.3659, -1.3084)
H (-1.7679, -0.0313, -2.0610)
H (1.9067, 2.5566, 2.4161)
H (-6.0059, -0.7793, 2.9775)
H (-3.1866, 4.8489, -2.3494)
H (7.1573, -0.1961, -2.2444)
H (-4.6111, 0.3036, 3.2337)
H (2.4022, 3.1943, -1.1482)
H (2.7748, 0.3789, -4.3379)
H (1.3448, -5.4367, 2.0958)
H (1.6995, -4.6292, 3.6154)
H (2.9519, 0.0746, 5.3399)
H (-0.2861, -2.3235, -3.0469)
H (0.4048, 1.7226, 2.8281)
H (-2.0623, 1.5048, -0.4819)

***

10 unconnected molecules or ions with the total composition C38H73N9O15P2, computed with ωB97M-V/def2-TZVPD.

## Properties
Highest occupied orbital energy   -8.429 eV
E_LUMO   -0.817 eV
Orbital gap   7.612 eV
SMILES   O=C1OC(=O)C(PP(=O)(O)O)=C1Cc1ccccc1.CNC(C)=O.CNC(C)=O.CNC(C)=O.CNC(C)=O.CNC(C)=O.CNC(C)=O.CNC(C)=O.CNC(C)=O.CNC(C)=O

CARTESIAN COORDINATES (ANGSTROEM)
P (-3.8727, -1.2371, -0.2614)
P (-2.9165, 0.3933, -1.3586)
O (-9.6273, -1.5665, 1.4316)
O (-3.0653, -2.4671, -0.2283)
O (-3.5500, 3.5966, -0.7128)
O (-16.2694, -1.6181, 2.3723)
O (15.6286, 0.4145, -3.2443)
O (2.6014, -4.1579, 1.4502)
O (-9.8157, 4.3857, 2.9577)
O (-11.9658, -0.2869, 7.1173)
O (9.0269, -4.0136, -3.0395)
O (5.2058, -0.7632, -2.7240)
O (-5.3073, -1.4243, -0.9464)
O (-2.5681, 3.4293, 1.3088)
O (-4.2647, -0.7165, 1.1928)
O (10.3683, 0.8418, -4.8677)
O (-1.1003, 2.7459, 2.8788)
N (-12.7292, -1.1331, 5.1858)
N (6.2883, 0.8844, -3.7985)
N (4.3853, -4.7377, 2.6763)
N (-16.7038, -0.5089, 4.2714)
N (-9.7054, 6.5908, 2.5739)
N (15.4160, 2.6339, -3.4984)
N (-9.7403, 0.6569, 1.1625)
N (11.6808, 2.3344, -5.9001)
N (10.8690, -4.7219, -1.9708)
C (-0.9220, 0.0892, 1.4199)
C (12.5949, 0.1198, -5.3609)
C (2.0049, 0.6255, -1.0040)
C (11.4577, 1.1113, -5.3506)
C (-12.7284, -1.4333, 3.7627)
C (-10.3615, 5.4032, 2.5604)
C (-10.6085, 0.0926, 5.1811)
C (-1.7078, 2.5246, 1.8835)
C (12.2530, -4.6766, -1.5469)
C (-1.7080, 1.2843, 1.0402)
C (12.8900, 2.8376, -6.5213)
C (-7.5928, -0.4640, 0.8077)
C (16.1553, 1.4909, -3.4689)
C (10.2025, -3.8428, -2.7679)
C (6.2284, -0.3622, -3.2610)
C (1.0667, -1.2797, 0.7717)
C (-11.8116, -0.4493, 5.9162)
C (-10.1868, 7.8883, 2.1453)
C (2.7088, -6.4475, 2.1314)
C (10.9809, -2.6561, -3.2943)
C (-16.7607, -1.6208, 3.4879)
C (2.2273, -1.5206, 0.0515)
C (3.2132, -5.0250, 2.0515)
C (0.3576, -0.0865, 0.6125)
C (17.6392, 1.6166, -3.7263)
C (0.8395, 0.8680, -0.2768)
C (-11.7796, 5.3949, 2.0366)
C (-2.9678, 2.9281, 0.0745)
C (7.4798, -1.2020, -3.3628)
C (-9.2467, 1.9941, 0.8794)
C (15.8672, 3.9871, -3.7522)
C (-17.2212, -0.3261, 5.6130)
C (5.2426, -5.6292, 3.4286)
C (-9.0609, -0.5174, 1.1589)
C (7.4317, 1.4888, -4.4584)
C (-2.4895, 1.5271, -0.0181)
C (2.7022, -0.5642, -0.8497)
C (-17.4463, -2.8415, 4.0576)
H (2.3682, 1.3664, -1.7046)
H (12.7899, -5.5652, -1.8837)
H (7.3134, -2.1677, -2.8998)
H (12.7447, -3.8024, -1.9604)
H (12.9086, -0.1020, -6.3816)
H (5.3520, -5.2828, 4.4578)
H (-16.9493, -3.1825, 4.9667)
H (-7.0514, 0.1617, 1.5184)
H (6.2354, -5.6805, 2.9781)
H (-17.3983, -3.6288, 3.3121)
H (7.7403, 2.3932, -3.9298)
H (5.4360, 1.4138, -3.7086)
H (-16.2345, 0.2680, 3.8331)
H (-12.7456, -2.5130, 3.6138)
H (-13.6220, -1.0042, 3.3055)
H (-11.8154, 5.7281, 0.9989)
H (2.7440, -2.4563, 0.1939)
H (1.7730, -6.5013, 1.5842)
H (-17.6975, -1.2376, 5.9587)
H (0.3163, 1.8064, -0.4145)
H (-11.2064, 7.8108, 1.7829)
H (13.4510, 0.4944, -4.7959)
H (-4.1318, -1.4455, 1.8169)
H (-12.4212, 6.0425, 2.6348)
H (-13.5049, -1.4669, 5.7358)
H (-11.8460, -1.0323, 3.2743)
H (13.2419, 3.7243, -5.9897)
H (-9.3918, 2.6455, 1.7421)
H (11.3586, -2.0402, -2.4770)
H (-10.7135, 0.5531, 1.4034)
H (7.7517, -1.3597, -4.4067)
H (10.8804, 2.9458, -5.8589)
H (15.6504, 4.6321, -2.8993)
H (-1.7000, -0.2435, -1.6473)
H (2.5335, -6.7430, 3.1665)
H (14.4361, 2.4848, -3.3123)
H (10.2975, -5.4891, -1.6538)
H (-12.1538, 4.3775, 2.0948)
H (-8.1904, 1.9588, 0.6336)
H (18.0743, 0.6241, -3.6677)
H (4.8221, -6.6292, 3.4463)
H (-8.7657, 6.5273, 2.9339)
H (8.3095, -0.7035, -2.8590)
H (18.1126, 2.2566, -2.9811)
H (12.2496, -0.7954, -4.8911)
H (10.3141, -2.0551, -3.9060)
H (12.3231, -4.6279, -0.4588)
H (15.3658, 4.4044, -4.6276)
H (11.8250, -2.9842, -3.9031)
H (-10.9063, 0.8015, 4.4074)
H (-9.5639, 8.2834, 1.3414)
H (-10.0425, -0.7152, 4.7147)
H (16.9369, 4.0004, -3.9309)
H (4.6651, -3.7736, 2.5827)
H (8.2641, 0.8035, -4.4764)
H (3.6118, -0.7543, -1.4048)
H (3.4222, -7.1406, 1.6844)
H (0.6998, -2.0273, 1.4650)
H (-16.4174, -0.0719, 6.3061)
H (-9.7891, 2.4209, 0.0320)
H (-18.4916, -2.6323, 4.2871)
H (-5.1931, -1.4374, -1.9070)
H (-1.5272, -0.8078, 1.2688)
H (-7.1912, -1.4698, 0.8479)
H (-10.1679, 8.5985, 2.9733)
H (12.6950, 3.1156, -7.5581)
H (13.6730, 2.0866, -6.5025)
H (-17.9585, 0.4781, 5.6358)
H (7.1789, 1.7592, -5.4863)
H (-9.9746, 0.6033, 5.8992)
H (-7.4502, -0.0694, -0.1969)
H (17.8312, 2.0312, -4.7165)
H (-0.6957, 0.1556, 2.4848)

***

Calculated max |F|, 0.8; 19.7; 1.3 eV/A (same order as the records).